# 1
{
  "formula": "C4H12N2S2",
  "method": "ωB97M-V/def2-TZVPD",
  "e_homo_ev": -7.8833,
  "gap_ev": 8.487,
  "charge": 0,
  "energy_ha": -1065.46620,
  "e_above_lowest_kcal_mol": 12.40,
  "elements": ["C", "N", "C", "N", "H", "H", "H", "H", "H", "H", "C", "S", "S", "C", "H", "H", "H", "H", "H", "H"],
  "coordinates": [[0.0942, 1.8106, -2.6586], [0.4714, 2.8955, -1.7678], [1.2002, 2.6741, -0.7703], [1.7682, 1.4843, -0.3490], [0.6778, 1.8742, -3.5810], [-0.9529, 1.9421, -2.9197], [0.2304, 0.8064, -2.2445], [1.4131, 3.5133, -0.1123], [1.9481, 0.7899, -1.0554], [2.4898, 1.5889, 0.3439], [-1.4231, 0.6030, 0.3999], [-0.8805, -1.0454, -0.0829], [-0.4924, -1.7203, 1.8586], [0.4650, -3.1836, 1.3736], [-2.3902, 0.5550, 0.8950], [-0.6857, 1.0556, 1.0599], [-1.5274, 1.2155, -0.4951], [1.4235, -2.8772, 0.9577], [0.6236, -3.7678, 2.2771], [-0.1096, -3.7580, 0.6509]],
  "lowdin_charge": [-0.157, -0.037, -0.336, 0.088, 0.077, 0.069, 0.035, 0.110, 0.076, 0.084, -0.507, 0.424, 0.437, -0.498, 0.029, 0.016, 0.015, 0.026, 0.027, 0.021]
}


# 2
{
  "formula": "C4H12N2S2",
  "method": "ωB97M-V/def2-TZVPD",
  "e_homo_ev": -8.5772,
  "gap_ev": 9.389,
  "charge": 0,
  "energy_ha": -1065.40374,
  "e_above_lowest_kcal_mol": 51.60,
  "elements": ["C", "N", "C", "C", "N", "C", "S", "S", "H", "H", "H", "H", "H", "H", "H", "H", "H", "H", "H", "H"],
  "coordinates": [[-1.6879, -0.6863, 1.6638], [-1.1682, -0.7309, 0.2002], [0.0399, 0.2099, 0.0900], [1.4551, -0.4982, 0.3664], [1.3454, -1.6573, 1.2125], [-0.0013, 0.7518, -1.4001], [-1.4102, 1.7099, -2.1683], [-0.6515, 3.0176, -3.4223], [-2.6734, -1.1448, 1.5873], [-1.1158, -1.3715, 2.2524], [-1.5410, 0.2960, 1.9529], [-0.9307, -1.6141, -0.0430], [-0.0784, 1.0092, 0.8598], [2.2890, 0.2365, 0.7338], [1.6132, -0.9201, -0.7044], [1.9887, -2.4119, 0.8823], [1.6214, -1.5579, 2.2878], [0.0939, -0.0501, -2.1567], [0.9759, 1.3833, -1.4209], [-0.1641, 4.0289, -2.7735]],
  "lowdin_charge": [-0.071, -0.064, -0.367, -0.269, -0.063, -0.510, 0.358, 0.283, 0.073, 0.043, 0.038, 0.033, 0.123, 0.133, 0.127, 0.077, 0.130, 0.057, 0.096, -0.226]
}


# 3
{
  "formula": "C4H12N2Si",
  "method": "ωB97M-V/def2-TZVPD",
  "e_homo_ev": [-8.2638, -6.6487],
  "gap_ev": [8.300, 6.722],
  "charge": 0,
  "energy_ha": -558.43823,
  "e_above_lowest_kcal_mol": 120.65,
  "elements": ["C", "C", "C", "C", "N", "N", "Si", "H", "H", "H", "H", "H", "H", "H", "H", "H", "H", "H", "H"],
  "coordinates": [[-0.3897, -2.6318, 0.3007], [-0.4298, -1.6447, -0.5557], [-2.7722, 0.8714, -0.0123], [2.8544, 1.1636, 0.2146], [-1.7223, 1.6766, -0.5389], [1.8674, 0.0941, 0.3784], [0.6821, -0.1421, -0.8695], [-1.1472, -3.4093, 0.3560], [0.1355, -2.6072, 1.1950], [-1.3121, -1.5431, -1.2064], [-2.5969, 0.5644, 1.1214], [-3.6790, 1.3603, 0.0361], [-2.9289, -0.1037, -0.5254], [3.1523, 1.1794, -0.8957], [2.6424, 2.1419, 0.6729], [3.8368, 0.7614, 0.7239], [-1.1998, 2.0335, 0.2742], [1.6119, 0.0771, 1.3366], [1.3951, 0.1582, -2.0060]],
  "lowdin_charge": [-0.067, -0.315, -0.332, -0.217, -0.105, -0.250, 0.798, 0.060, 0.027, 0.039, 0.093, 0.021, 0.047, 0.073, 0.069, 0.099, -0.024, 0.054, -0.069]
}


# 4
{
  "formula": "C4H12N3",
  "method": "ωB97M-V/def2-TZVPD",
  "e_homo_ev": -13.5809,
  "gap_ev": 10.014,
  "charge": 1,
  "energy_ha": -323.51695,
  "e_above_lowest_kcal_mol": 101.23,
  "elements": ["C", "C", "C", "C", "N", "N", "N", "H", "H", "H", "H", "H", "H", "H", "H", "H", "H", "H", "H"],
  "coordinates": [[-1.7224, 0.9770, -1.3405], [-0.4406, 0.2191, -1.0423], [0.8070, 1.0049, -0.5582], [1.0022, -0.0255, 0.6242], [1.4345, 0.2118, 1.9246], [-0.4677, -0.4659, 0.5779], [-0.4607, -1.8826, 0.6191], [-1.4887, 1.5647, -2.2627], [-1.7579, 1.7449, -0.5554], [-2.6052, 0.4081, -1.5088], [-0.1919, -0.6655, -1.6228], [1.6015, 1.0901, -1.3486], [0.4219, 2.0743, -0.3909], [1.6335, -0.7232, 0.0992], [1.0278, 1.0202, 2.4676], [2.3947, 0.0756, 2.2233], [0.5152, -2.2790, 0.2476], [-1.4388, -2.3125, 0.2722], [-0.2644, -2.0365, 1.5744]],
  "lowdin_charge": [-0.047, -0.216, -0.077, -0.419, 0.075, -0.049, 0.123, 0.110, 0.089, 0.069, 0.124, 0.128, 0.137, 0.131, 0.131, 0.097, 0.213, 0.253, 0.130]
}